1.
DFT (ωB97M-V with the def2-TZVPD basis set) results for a molecular structure, C18H16Cl5CoN2O8S.

XYZ file:
```
51
Properties=species:S:1:pos:R:3:forces:R:3:mulliken_spin:R:1
Co -0.163 0.760 0.793 0.1378 0.6527 -0.1031 0.94
Cl -2.267 -5.557 -2.640 0.0052 -0.0293 -0.0121 0.00
C -1.556 -4.185 -1.870 -0.0591 0.0214 0.0025 0.00
C -2.343 -3.277 -1.170 0.0097 -0.0446 0.0272 0.00
Cl -4.052 -3.521 -1.091 -0.0314 -0.0114 -0.0082 0.00
C -1.783 -2.167 -0.551 0.0219 0.0279 0.0403 0.00
Cl -2.795 -1.030 0.263 -0.0707 -0.2375 -0.1195 0.00
C -0.391 -1.902 -0.604 0.0288 -0.1086 -0.1703 0.00
O 0.212 -0.898 -0.097 -0.2171 0.2952 0.3299 -0.02
C 0.386 -2.856 -1.329 -0.1059 0.0208 0.0365 0.00
Cl 2.074 -2.546 -1.447 0.0248 -0.0003 0.0384 0.00
C -0.181 -3.957 -1.943 0.0298 -0.0194 0.0128 0.00
Cl 0.814 -5.062 -2.818 0.0102 -0.0055 -0.0123 0.00
O 5.909 1.055 0.215 0.0995 -0.0140 -0.0139 0.00
C 4.710 1.036 0.340 -0.0696 0.0061 0.0065 0.00
C 3.689 1.451 -0.706 -0.0405 -0.0226 0.0529 0.00
O 3.927 1.826 -1.840 0.0078 0.0203 -0.0484 0.00
C 2.393 1.309 -0.056 0.3057 -0.1701 0.3457 0.00
C 2.531 0.776 1.245 -0.0859 0.1347 -0.2839 -0.01
O 1.514 0.535 1.982 -0.1628 -0.1058 0.1821 0.03
C 3.943 0.599 1.579 0.0466 0.0033 -0.0465 0.00
O 4.432 0.202 2.620 0.0000 -0.0021 0.0418 0.00
O 1.238 1.605 -0.531 -0.2299 0.0557 0.2641 0.02
C -0.636 -0.987 3.248 -0.0152 -0.0488 0.0263 0.00
O -1.337 0.028 2.526 0.1662 0.0609 0.0117 0.02
C -1.722 1.150 3.305 0.0310 0.1017 -0.0031 0.00
C -0.659 2.224 3.227 -0.0201 -0.1546 -0.0780 0.00
O -0.517 2.511 1.837 0.2176 -0.1231 -0.1251 -0.01
C 0.374 3.608 1.593 -0.0487 -0.1284 0.0383 0.00
H -1.306 -1.426 3.993 0.0250 0.0254 -0.0191 0.00
H 0.270 -0.595 3.708 0.0116 0.0289 0.0020 0.00
H -0.345 -1.739 2.519 -0.0094 0.0105 0.0003 0.00
H -1.923 0.863 4.341 0.0588 -0.0397 -0.0306 0.00
H -2.645 1.524 2.857 0.0023 0.0222 0.0134 0.00
H 0.303 1.881 3.619 -0.0198 -0.0155 0.0283 0.00
H -0.980 3.131 3.751 -0.0092 -0.0252 -0.0035 0.00
H -0.034 4.497 2.083 0.0330 -0.0045 -0.0313 0.00
H 0.421 3.741 0.519 -0.0052 -0.0172 -0.0588 0.00
H 1.367 3.378 1.988 0.0005 -0.0160 -0.0188 0.00
S -1.919 2.133 -0.875 -0.1019 -0.1257 0.0514 0.01
C -1.464 1.133 -2.160 0.4081 -0.2373 0.0393 0.00
N -0.215 0.981 -2.604 -0.4667 -0.1204 -0.0753 0.00
C -0.102 -0.139 -3.529 0.0139 0.0347 -0.0534 0.00
C -1.543 -0.688 -3.603 -0.0188 -0.0426 -0.0481 0.00
N -2.292 0.308 -2.840 -0.0073 0.0998 -0.1355 0.00
H 0.545 1.260 -1.966 0.1948 0.1761 -0.0597 0.00
H 0.604 -0.879 -3.147 -0.0246 0.0609 -0.0502 0.00
H 0.251 0.203 -4.504 0.0074 -0.0112 0.0121 0.00
H -1.622 -1.674 -3.140 -0.0191 0.0378 -0.0621 0.00
H -1.906 -0.755 -4.629 0.0089 0.0215 0.0025 0.00
H -3.204 0.133 -2.462 -0.0679 -0.0369 0.0646 0.00
```
Positions in Å, forces in eV/Å.

Properties
Expectation value of S²: 0.754
Highest occupied orbital energy (spin up / spin down): -4.37 / -4.35 eV
Energy above the lowest of the compared OMol25 structures with the same formula, charge and spin: 11.59 kJ/mol
2S+1: 2
Net charge: -1

2.
DFT (ωB97M-V with the def2-TZVPD basis set) results for 3 unconnected molecules or ions with the total composition C25H20N4O4S.

XYZ file:
```
54
Properties=species:S:1:pos:R:3:forces:R:3:mulliken_charge:R:1
C -2.292 1.922 0.342 1.9884 2.2344 0.0250 -0.26
C -1.292 2.145 -0.957 0.4739 2.8043 3.9352 -0.33
C -0.132 3.321 -0.842 -2.7739 -0.6550 3.5709 -0.31
C -0.068 4.175 0.557 -1.6049 -1.7455 0.2054 0.48
C 1.053 5.405 0.718 -2.0326 0.1805 -1.1822 -0.90
C 0.185 6.799 0.399 -1.5313 2.7934 0.6647 0.51
C -0.133 7.044 -1.224 -2.4747 3.9890 1.6920 -0.25
C -1.016 8.348 -1.690 2.1183 -2.8709 4.0299 -0.52
C -1.550 9.340 -0.458 -0.7834 1.0217 -0.5685 0.45
N -2.409 10.542 -0.783 3.2762 -3.8440 5.1300 -0.48
S -2.677 11.211 0.808 1.3946 -2.1265 -0.4159 0.20
N -1.865 10.224 2.044 1.0886 -2.7841 -6.8167 -0.51
C -1.246 9.160 1.165 -0.1354 -0.3275 -0.9670 0.45
C -0.346 7.826 1.591 0.0512 -0.7430 -3.7641 -0.44
C -1.077 3.945 1.862 -0.4186 -2.4751 -3.9899 -0.26
C -2.230 2.786 1.740 3.3288 1.5296 -2.9667 -0.49
H -3.133 1.112 0.242 1.8941 1.8101 0.2124 0.36
H -1.412 1.512 -1.938 0.2077 1.3861 2.2943 0.26
H 0.643 3.577 -1.709 -1.9484 -0.7258 2.1063 0.20
H 1.807 5.280 -0.177 -1.2681 0.3109 2.0818 0.32
H 1.553 5.425 1.776 -0.9918 -0.0566 -2.1911 0.35
H 0.260 6.265 -2.017 -0.9082 1.8148 1.8520 0.16
H -1.254 8.524 -2.826 0.4131 -0.1876 2.7003 0.29
H -0.110 7.611 2.740 -0.5374 0.5078 -2.9311 0.23
H -0.928 4.656 2.802 -0.4699 -1.8035 -2.2470 0.20
H -2.969 2.648 2.659 1.6844 0.0721 -2.4138 0.28
O -3.939 -2.153 1.138 0.7024 0.7268 -1.6270 -0.59
N -3.454 -1.742 0.074 -0.9142 0.3796 0.6770 1.04
O -3.851 -0.740 -0.538 0.4240 -1.3757 0.8008 -0.66
C -2.334 -2.496 -0.503 0.6992 -0.4902 -0.3850 -0.10
C -1.877 -3.657 0.136 0.0092 0.0328 -0.0504 -0.55
C -0.828 -4.383 -0.431 -0.1709 0.4034 -0.1358 -0.22
C -0.240 -3.951 -1.620 -0.0294 0.0729 -0.0350 -0.06
C -0.690 -2.789 -2.249 -0.2456 -0.0967 0.4147 -0.74
C -1.741 -2.055 -1.693 0.0030 -0.0308 0.0277 -0.11
H -2.324 -4.007 1.063 -0.0345 0.2640 -0.2512 0.42
H -0.470 -5.289 0.054 -0.1378 0.1908 -0.0929 0.35
H 0.574 -4.524 -2.061 -0.2366 0.1370 0.1111 0.39
H -0.225 -2.457 -3.174 -0.1320 -0.0327 0.2001 0.37
H -2.082 -1.154 -2.197 -0.0817 -0.2218 0.2899 0.47
O 2.189 -6.088 -1.985 -0.5471 -1.2816 1.0428 -0.62
N 1.786 -6.974 -1.216 -0.8039 0.3296 -0.8044 0.97
O 0.635 -7.436 -1.221 1.6435 0.7500 -0.0447 -0.55
C 2.733 -7.508 -0.231 0.6634 -0.3327 0.6758 0.09
C 4.033 -6.989 -0.166 -0.0565 -0.0266 0.0224 -0.27
C 4.923 -7.484 0.790 -0.3832 -0.1382 -0.0389 -0.46
C 4.518 -8.491 1.667 -0.0935 0.0432 -0.0947 -0.37
C 3.225 -9.014 1.593 0.1054 0.3080 -0.2665 -0.46
C 2.326 -8.525 0.643 0.0188 0.0391 -0.0096 -0.27
H 4.364 -6.203 -0.842 -0.2863 -0.1978 0.0885 0.42
H 5.932 -7.082 0.853 -0.2405 -0.0577 -0.0625 0.36
H 5.213 -8.870 2.414 -0.1468 0.0754 -0.1658 0.36
H 2.918 -9.801 2.278 0.0142 0.1736 -0.1810 0.36
H 1.322 -8.940 0.600 0.2165 0.2468 -0.1512 0.42
```
Positions in Å, forces in eV/Å.

Properties
SMILES: c1ccc(Cc2ccc3nsnc3c2)cc1.O=[N+]([O-])c1ccccc1.O=[N+]([O-])c1ccccc1
Highest occupied orbital energy: -8.12 eV

3.
DFT (ωB97M-V with the def2-TZVPD basis set) results for 2 unconnected molecules or ions with the total composition C2H2BrNO2.

XYZ file:
```
8
Properties=species:S:1:pos:R:3:forces:R:3:mulliken_charge:R:1
C 1.425 1.167 0.327 0.4597 -1.2324 0.2037 -0.26
C 1.740 0.010 0.379 -0.3688 1.4267 -0.1631 0.02
N 1.998 -1.342 0.194 -0.1424 -0.0385 -0.2557 0.78
O 1.015 -2.051 0.117 -0.0861 -0.5183 0.1713 -0.48
O 3.146 -1.684 0.070 0.3463 -0.2020 0.1049 -0.46
H 1.197 2.194 0.326 -0.1560 0.5004 -0.0006 0.40
Br -1.361 -1.108 -2.105 -0.1722 0.1429 -0.2365 -0.25
H -0.760 -1.786 -1.023 0.1195 -0.0789 0.1760 0.25
```
Positions in Å, forces in eV/Å.

Properties
SMILES: C#C[N+](=O)[O-].Br
Highest occupied orbital energy: -10.82 eV
Energy above the lowest of the compared OMol25 structures with the same formula, charge and spin: 492.86 kJ/mol